{"formula": "C33H51HgN4O2S2", "method": "wB97M-V/def2-TZVPD", "relative_energy_kj_mol": 198.2, "homo_lumo_gap_ev": [5.19, 4.52], "total_charge": -2, "s2": 0.762, "multiplicity": 2, "elements": ["H", "C", "N", "H", "H", "C", "H", "C", "H", "H", "C", "H", "H", "C", "H", "H", "H", "C", "C", "H", "O", "C", "H", "C", "C", "C", "C", "S", "H", "H", "C", "O", "C", "C", "H", "C", "H", "H", "H", "C", "C", "H", "H", "H", "H", "C", "H", "C", "H", "H", "C", "C", "C", "H", "H", "N", "N", "C", "C", "H", "C", "C", "H", "H", "C", "H", "C", "H", "H", "H", "H", "Hg", "H", "H", "H", "H", "H", "H", "C", "H", "H", "H", "H", "C", "S", "H", "C", "H", "C", "N", "H", "H", "H"], "coordinates": [[2.891, -0.987, 4.388], [-1.988, 3.459, 2.751], [2.928, -1.990, -0.916], [-6.276, 0.658, -1.129], [2.586, -2.696, -1.546], [-3.371, -2.224, 0.086], [4.943, -3.669, -1.424], [3.054, 1.123, -4.479], [-5.261, -5.025, -0.139], [3.231, 2.394, 2.889], [4.326, -1.639, -1.099], [-5.940, -1.200, -1.895], [4.539, 1.990, -5.751], [-1.794, 3.972, 4.184], [-3.017, 2.378, -0.473], [1.701, 3.029, 3.526], [2.582, 1.251, 5.018], [2.733, -0.309, 3.544], [-5.298, -1.825, -1.287], [2.559, 0.603, -5.290], [1.633, 1.968, -0.354], [-4.946, -3.997, -0.294], [0.950, -0.502, 2.302], [-3.469, 3.532, 2.355], [6.711, -2.553, -0.906], [-5.712, -3.130, -1.063], [2.091, 0.978, 4.075], [1.322, -3.397, 0.615], [-4.428, 1.490, -3.741], [7.398, -4.228, 0.284], [4.321, 2.407, -2.408], [3.658, 1.106, 0.106], [-3.207, 2.178, -1.527], [-1.129, 4.267, 1.770], [6.903, -2.136, -1.899], [2.190, 2.146, 3.101], [-7.191, -4.653, -1.465], [4.471, -1.337, -2.139], [-2.068, 5.028, 4.237], [4.817, 2.552, -3.694], [7.555, -3.812, -0.713], [1.038, 0.782, 4.293], [-5.937, 2.274, -1.772], [-1.189, 3.847, 0.767], [-5.450, 1.839, -0.115], [-4.245, 0.602, -3.128], [4.567, -0.783, -0.472], [4.169, 1.899, -4.735], [-3.344, -5.414, 1.257], [-2.640, -3.996, 2.060], [2.763, 1.561, -0.673], [-2.871, -4.443, 1.092], [1.895, -1.031, 2.468], [-1.920, -4.599, 0.579], [4.999, -3.154, 0.261], [2.625, -1.142, 1.212], [-3.633, -0.045, -0.786], [2.326, -2.077, 0.304], [-7.027, -3.589, -1.648], [-0.753, 3.867, 4.489], [-4.102, -1.293, -0.714], [2.533, 0.972, -3.180], [-3.293, 0.160, -3.427], [-7.856, -3.037, -1.196], [-5.550, 1.469, -1.138], [7.004, -1.798, -0.171], [5.221, -2.839, -0.764], [1.719, 1.918, 2.145], [-3.613, 3.076, -2.003], [-1.475, 5.302, 1.748], [1.646, -2.043, 2.780], [-0.578, 0.075, -0.426], [7.274, -4.573, -1.444], [3.710, -0.070, 3.116], [-7.061, -3.414, -2.726], [-2.417, 3.412, 4.882], [-2.450, -1.868, 0.538], [8.618, -3.596, -0.835], [-4.169, 0.986, -1.638], [5.699, 3.155, -3.882], [-4.086, 2.970, 3.056], [3.023, -0.244, 0.853], [-3.798, 4.573, 2.348], [-1.567, 2.058, 2.702], [1.161, -0.084, -3.017], [-0.082, 4.252, 2.072], [-3.754, -3.529, 0.279], [-5.034, -0.120, -3.331], [3.189, 1.649, -2.133], [-1.236, 0.959, 2.662], [4.823, 2.893, -1.579], [-2.253, 1.927, -1.994], [-3.618, 3.109, 1.363]]}

---

{"formula": "C33H51IO12", "method": "wB97M-V/def2-TZVPD", "homo_lumo_gap_ev": 8.27, "total_charge": 0, "smiles": "O=C1C=C(CCCI)C(=O)c2ccccc21.CCOC(C)=O.CCOC(C)=O.CCOC(C)=O.CCOC(C)=O.CCOC(C)=O", "elements": ["H", "C", "H", "O", "H", "H", "H", "H", "H", "H", "O", "H", "H", "C", "H", "C", "C", "C", "C", "C", "H", "H", "H", "C", "H", "C", "O", "O", "H", "C", "O", "O", "H", "H", "H", "H", "C", "C", "H", "H", "H", "O", "C", "C", "H", "H", "C", "H", "C", "H", "H", "C", "H", "H", "C", "H", "H", "C", "H", "C", "H", "I", "C", "O", "C", "H", "C", "H", "C", "C", "O", "C", "H", "H", "C", "O", "O", "C", "H", "H", "H", "C", "H", "H", "H", "H", "C", "H", "H", "H", "O", "C", "C", "H", "H", "H", "C"], "coordinates": [[0.089, -5.398, -6.344], [1.091, -1.800, -4.692], [-1.906, 3.813, 1.427], [-1.232, 6.331, -0.476], [-0.144, 3.818, 1.608], [-2.927, -4.087, 5.306], [2.092, 1.764, 3.934], [-1.697, -1.126, -2.591], [-3.851, -5.490, -3.209], [1.929, -2.244, -2.153], [3.374, 2.461, 6.519], [-1.962, 9.605, -0.850], [0.556, 2.521, 3.617], [-1.017, -1.166, -3.470], [-0.056, 7.967, -1.029], [-1.909, -1.550, -7.264], [-1.844, -4.083, 5.446], [-1.734, -5.493, -3.256], [2.657, 3.498, 6.997], [0.826, -2.421, -2.128], [-1.396, -3.990, 3.357], [1.779, -3.314, -6.986], [0.303, -2.086, 5.855], [0.776, -2.843, -7.115], [-0.911, -1.172, 6.786], [-0.092, -3.031, -8.311], [2.287, -1.656, -4.657], [-1.554, 0.085, 4.327], [-0.293, 5.541, -3.523], [4.742, 2.544, 6.105], [1.472, 3.385, 7.168], [0.105, 1.098, 1.412], [-2.069, -2.500, -9.259], [4.896, 1.727, 5.398], [-3.033, 8.296, -0.313], [-0.350, -4.104, -0.414], [0.208, -1.748, -3.389], [0.242, -1.934, -0.740], [-0.822, -6.655, -7.199], [4.291, 4.944, 6.838], [0.083, -7.526, -5.058], [-0.690, -6.067, -3.877], [1.472, 2.179, 3.140], [-0.302, -1.181, 5.881], [0.398, -0.346, 5.911], [-1.501, -5.112, 5.565], [0.275, -2.024, -6.011], [3.613, 4.709, 8.469], [-1.064, -1.390, -6.090], [-0.769, -1.465, -0.787], [-3.145, -4.491, -4.499], [-1.061, 1.857, 1.769], [-1.895, 6.297, -3.388], [6.721, 2.374, 6.947], [-1.523, -0.573, -4.826], [-1.218, 1.846, 2.847], [-1.646, -3.544, 6.374], [-0.919, 6.190, -2.912], [4.930, 3.467, 5.553], [-0.796, -6.881, -5.053], [-1.912, 1.334, 1.331], [1.946, -3.778, 1.153], [3.380, 4.755, 7.404], [-1.661, -2.101, 4.050], [-0.800, -6.029, -6.305], [5.481, 1.424, 7.789], [-0.992, 3.261, 1.201], [-0.738, 7.990, 0.580], [1.255, 1.112, 2.101], [-2.159, 8.535, -0.923], [-1.185, 4.352, -1.452], [-3.063, -5.436, -3.960], [-3.235, -6.264, -4.644], [-1.662, -7.544, -4.995], [0.073, -3.240, 0.166], [2.129, 0.326, 1.826], [-1.575, -4.962, -2.185], [-1.193, -1.008, 4.679], [-1.661, -5.359, -6.330], [-0.674, -2.986, 0.959], [1.009, -1.261, -0.276], [-1.091, 5.546, -1.562], [-0.420, 7.157, -2.881], [0.614, -3.527, -2.223], [5.554, 3.161, 8.020], [-0.075, -3.427, 4.351], [5.682, 2.368, 7.280], [-2.907, -1.054, -7.296], [2.723, 5.604, 7.217], [-0.860, 3.230, 0.120], [-2.212, 0.413, -4.918], [-1.397, -2.372, -8.372], [-0.959, 7.736, -0.458], [0.299, -3.683, -9.128], [1.989, 3.027, 2.686], [-2.421, 8.302, -1.956], [-1.163, -3.427, 4.262]]}

---

{"formula": "C33H51InNO3", "method": "wB97M-V/def2-TZVPD", "homo_lumo_gap_ev": 6.80, "total_charge": -1, "elements": ["H", "H", "C", "In", "H", "H", "H", "H", "H", "H", "H", "C", "H", "H", "H", "H", "H", "C", "H", "H", "H", "C", "O", "H", "H", "H", "C", "H", "H", "C", "O", "C", "H", "H", "H", "C", "C", "H", "C", "C", "H", "H", "C", "C", "H", "H", "H", "H", "H", "H", "H", "C", "C", "H", "C", "H", "C", "C", "N", "C", "C", "H", "C", "H", "C", "H", "C", "C", "C", "O", "H", "C", "C", "H", "C", "H", "C", "H", "H", "H", "C", "C", "C", "H", "C", "H", "H", "H", "H"], "coordinates": [[0.051, 2.585, 5.885], [3.757, 0.411, -1.227], [-3.034, 1.662, 4.250], [-2.021, -0.876, 1.620], [-1.574, 0.127, 4.648], [0.937, 1.914, 4.509], [1.925, -2.161, -0.581], [-4.051, 1.880, 4.564], [5.611, 0.704, -5.076], [1.541, -2.664, -2.195], [10.133, 1.852, -5.585], [-7.240, 4.058, 2.839], [-1.833, 0.996, -2.961], [0.894, 3.629, 4.696], [-1.286, -3.851, -0.833], [-2.924, -3.094, -2.586], [-8.883, 5.334, 3.364], [-2.094, -1.090, -2.483], [10.916, 0.233, -7.280], [1.557, -3.843, 3.887], [-4.465, -0.113, 2.757], [-8.772, 3.611, 4.637], [-3.444, -0.772, 4.463], [-0.005, -1.233, -2.992], [-2.269, -0.673, -1.507], [-2.037, 0.690, 0.718], [1.201, -2.717, -1.169], [-0.807, -2.791, -2.938], [8.204, -2.695, -5.736], [-0.738, -1.821, -2.447], [-2.283, -2.446, 0.224], [4.821, 0.541, -3.087], [1.543, 0.749, -2.267], [-0.484, -3.378, 0.643], [-0.028, -1.089, -0.582], [-0.197, -2.063, -1.035], [-1.071, -2.980, -0.192], [0.278, -0.232, 3.010], [9.610, -1.331, -6.612], [3.679, 0.553, -2.298], [-8.409, 1.813, 5.751], [5.792, 0.392, -2.630], [0.311, 2.730, 4.846], [0.048, -1.144, 2.467], [-2.992, 1.707, 3.165], [-5.689, 2.604, 2.546], [0.655, -4.083, 2.393], [8.397, 1.190, -3.955], [-6.910, 4.688, 2.023], [2.001, -2.913, 2.417], [7.438, -1.085, -4.028], [-6.553, 2.889, 3.134], [2.333, 0.930, -4.254], [-3.041, 0.166, -3.970], [-8.082, 2.443, 4.933], [-0.867, 2.031, 3.201], [1.198, -3.357, 2.987], [10.152, -0.055, -6.569], [-0.429, -2.328, 4.487], [-6.972, 2.082, 4.183], [0.216, -2.263, 3.398], [-4.040, -1.919, -2.035], [9.714, 0.854, -5.615], [-1.313, -0.109, -4.236], [-3.736, -0.867, 3.066], [0.760, -1.204, 1.654], [8.198, -0.795, -4.742], [4.719, 0.718, -4.460], [-3.246, -2.078, -2.751], [-2.127, 2.647, 4.753], [9.950, -2.039, -7.358], [3.475, 0.915, -5.043], [8.631, -1.701, -5.700], [-6.431, 1.172, 4.413], [-8.348, 4.420, 3.592], [3.395, 1.055, -6.114], [8.738, 0.483, -4.701], [-2.731, 0.414, 5.905], [1.208, -3.744, -0.824], [-0.987, 3.776, 3.519], [-2.635, 0.313, 4.828], [-0.956, 2.788, 3.972], [2.435, 0.745, -2.882], [-4.248, -1.815, 2.946], [-2.073, 0.083, -3.491], [-9.640, 3.890, 5.222], [-3.636, -1.962, -3.759], [-0.154, -3.177, 4.979], [1.362, 1.083, -4.707]]}

---

Q: Number 2 is which compound?
A: C33H51IO12